Run 1
24
Properties=species:S:1:pos:R:3:mulliken_charge:R:1 method="wB97M-V/def2-TZVPD" homo_energy_ev=-10.61 e_lumo_ev=-0.145
O 3.16303 1.00098 -1.03106 -0.589
H 2.27826 0.63083 -0.85345 0.319
H 3.01012 1.76140 -1.59802 0.302
O -0.68318 2.08715 2.14510 -0.609
H -1.53224 1.66660 1.96383 0.333
H -0.03142 1.56092 1.66831 0.363
O 2.86120 -1.57563 -3.00391 -0.654
H 2.07049 -1.02013 -2.95060 0.361
H 3.57860 -0.98146 -2.76186 0.333
O -1.43711 -1.34564 3.35523 -0.625
H -2.09822 -0.83501 3.83207 0.325
H -1.41270 -0.96957 2.46542 0.348
O -0.36661 -1.69337 0.87621 -0.617
H -1.12333 -2.20778 0.57661 0.310
H 0.31611 -2.34666 1.06083 0.277
O 0.51221 0.80252 -0.17392 -0.755
H -0.07610 0.24185 0.35203 0.366
H 0.35126 0.50942 -1.08327 0.324
O 0.60310 0.13019 -2.98542 -0.687
H 0.52221 1.09046 -3.03403 0.332
H -0.10857 -0.20656 -3.54163 0.280
O -3.09691 0.56786 1.44096 -0.645
H -3.58699 -0.17630 1.80583 0.310
H -3.71318 1.30792 1.47477 0.298


Run 2
24
Properties=species:S:1:pos:R:3:mulliken_charge:R:1 method="wB97M-V/def2-TZVPD" homo_energy_ev=-7.98 e_lumo_ev=-1.117
O -1.76693 18.70287 10.41640 -0.870
H -1.55899 18.83971 11.34066 0.302
H -2.26966 17.88846 10.40154 0.790
O -0.59088 17.11692 11.29928 -0.719
H -1.51663 17.15533 11.05896 0.784
H -0.59427 16.99239 12.24834 0.204
O -5.59289 17.58117 9.36170 -0.822
H -4.96182 17.16519 9.94902 0.136
H -6.06088 18.20579 9.91583 0.218
O -1.97828 14.43333 9.30384 -0.617
H -1.30136 14.23894 8.65560 0.321
H -1.82939 15.34916 9.53904 0.430
O -4.72821 16.36362 10.65051 -0.752
H -4.35245 15.67554 11.19966 0.351
H -5.65935 16.36602 10.87233 0.272
O -4.29687 15.23255 12.14238 -0.524
H -3.47147 15.69064 12.30078 0.309
H -4.25037 14.45495 12.69863 0.350
O -2.58813 17.06639 10.79834 -0.851
H -2.25924 16.21677 11.09195 0.112
H -3.47444 16.88551 10.48535 0.625
O -2.13429 15.04208 11.38583 -0.753
H -2.38332 14.11873 11.42646 0.351
H -2.03938 15.30555 12.30115 0.354


Most favorable structure: run 1. The second most favorable one is 1634.8 kJ/mol above it.


Run 1
24
Properties=species:S:1:pos:R:3:mulliken_charge:R:1 method="wB97M-V/def2-TZVPD" homo_energy_ev=-9.37 e_lumo_ev=-0.010
O 1.65471 -1.39503 -0.00621 -0.858
H 2.21356 -2.15603 -0.16365 0.237
H 0.76342 -1.72295 -0.12581 0.404
O 0.03771 -2.30262 -0.37349 -0.560
H -0.66167 -1.72052 -0.07637 0.419
H -0.06242 -3.09036 0.16098 0.372
O -1.89607 2.48594 -0.30415 -0.674
H -2.01538 3.25265 0.25634 0.340
H -1.57192 1.80546 0.28586 0.435
O 0.21606 1.82486 -1.03355 -0.519
H 0.57219 2.59473 -0.59005 0.264
H -0.73326 1.93673 -0.98339 0.456
O 1.33975 1.01687 -2.43916 -0.771
H 1.01012 1.49264 -1.67678 0.499
H 0.84827 1.37672 -3.17753 0.240
O -0.55854 0.29580 0.14987 -0.946
H -0.17294 1.09661 -0.20542 0.683
H 0.10111 -0.37930 -0.00926 -0.339
O 0.85123 -0.92162 1.88516 -0.650
H 1.02415 -1.72161 2.38151 0.226
H 1.49923 -0.93146 1.18073 0.449
O -1.72326 -1.23495 1.50792 -0.729
H -1.22532 -0.63375 0.95398 0.743
H -1.51074 -0.96882 2.40248 0.281


Run 2
24
Properties=species:S:1:pos:R:3:mulliken_charge:R:1 method="wB97M-V/def2-TZVPD" homo_energy_ev=-10.80 e_lumo_ev=-0.308
O 1.04088 1.15906 1.87577 -0.643
H 1.59609 1.45474 2.68207 0.322
H 0.52884 1.86335 1.80876 0.255
O -1.73742 1.62472 -2.41706 -0.660
H -1.19395 2.39337 -2.25388 0.317
H -1.05742 1.00159 -1.83644 0.369
O -2.14288 0.59109 1.67392 -0.688
H -1.59282 -0.00002 2.20242 0.378
H -2.99413 0.75425 2.23161 0.320
O -2.05272 -1.55384 0.02115 -0.715
H -2.54650 -1.19058 -0.65187 0.321
H -2.29716 -0.98935 0.81816 0.349
O -0.20132 -3.50081 -1.18969 -0.679
H -0.87809 -3.62458 -1.96347 0.318
H -0.53607 -2.67319 -0.75971 0.329
O 3.72678 -0.21007 2.24360 -0.649
H 3.02328 0.32434 1.82713 0.333
H 3.89015 -0.83532 1.42396 0.348
O 1.95739 1.49094 -2.25899 -0.546
H 2.04659 1.09017 -2.93383 0.210
H 1.26703 1.28512 -1.67769 0.351
O 0.09903 -0.00200 -0.69060 -0.693
H 0.62539 0.27070 0.25033 0.383
H -0.57098 -0.72369 -0.42563 0.371


Run 3
24
Properties=species:S:1:pos:R:3:mulliken_charge:R:1 method="wB97M-V/def2-TZVPD" homo_energy_ev=-10.28 e_lumo_ev=-0.131
O -2.67537 -0.30018 -0.03850 -0.776
H -2.16385 -1.05223 -0.33684 0.405
H -3.00560 -0.56047 0.82140 0.307
O 0.55777 -2.14153 2.19682 -0.612
H 0.23425 -2.83817 2.76801 0.307
H -0.15171 -1.49931 2.17608 0.307
O -1.10104 -2.40831 -0.86709 -0.650
H -0.51785 -2.46807 -1.62376 0.288
H -0.83966 -3.13727 -0.30448 0.307
O 4.05686 0.55824 0.17610 -0.641
H 3.67997 0.85267 1.00525 0.323
H 3.30636 0.47326 -0.41192 0.377
O 2.24858 0.10649 -1.89556 -0.684
H 2.54289 -0.62711 -2.43542 0.292
H 1.88827 0.73526 -2.52090 0.317
O -4.33054 1.13113 -1.56869 -0.647
H -4.50043 1.90478 -1.03127 0.295
H -3.63571 0.66430 -1.10445 0.423
O -0.04499 0.69049 0.32671 -0.560
H -0.98034 0.70188 0.12368 0.359
H 0.33499 0.10182 -0.32545 0.289
O 2.07753 2.94194 1.60953 -0.612
H 1.69660 3.81477 1.70598 0.282
H 1.32299 2.35551 1.55466 0.304


Run 4
24
Properties=species:S:1:pos:R:3:mulliken_charge:R:1 method="wB97M-V/def2-TZVPD" homo_energy_ev=-10.76 e_lumo_ev=-0.036
O -0.91750 0.22640 0.02255 -0.531
H -0.47682 -0.26570 0.72443 0.220
H -0.20605 0.45412 -0.58652 0.305
O 3.25482 1.96765 2.10386 -0.618
H 2.74439 1.40876 2.70059 0.310
H 3.40561 2.77423 2.60950 0.311
O -1.63692 2.58309 -0.78725 -0.614
H -1.43674 2.31513 -1.69120 0.310
H -2.55896 2.86148 -0.82391 0.294
O 0.65128 -2.32767 1.72832 -0.576
H 0.49745 -1.41508 1.45908 0.274
H 1.14317 -2.70948 0.99261 0.310
O 2.79200 -1.78536 -1.28282 -0.653
H 3.21088 -1.70473 -2.14712 0.298
H 2.13260 -2.47756 -1.40545 0.293
O 4.22340 0.44917 -1.21265 -0.624
H 4.22073 0.35184 -2.17156 0.271
H 4.00158 -0.43046 -0.88703 0.413
O -5.28256 0.22560 -0.13151 -0.586
H -5.94555 0.91314 -0.26079 0.289
H -4.58336 0.66461 0.36587 0.316
O -3.27708 -1.67956 0.34625 -0.606
H -3.24765 -1.29452 -0.53685 0.298
H -2.70873 -1.10512 0.87160 0.296


Most favorable structure: run 3. The second most favorable one is 146.6 kJ/mol above it.


Run 1
24
Properties=species:S:1:pos:R:3:mulliken_charge:R:1 method="wB97M-V/def2-TZVPD" homo_energy_ev=-10.85 e_lumo_ev=-0.229
O 0.14575 -0.45554 0.03572 -0.590
H -0.26510 -1.05522 -0.59719 0.253
H 0.67257 0.13786 -0.51137 0.337
O -2.18026 3.78973 -0.08030 -0.639
H -1.45354 4.05375 -0.65576 0.314
H -1.74539 3.50805 0.73244 0.325
O -2.95358 -1.59572 0.42576 -0.567
H -2.14627 -2.01326 0.10496 0.299
H -3.01541 -1.87995 1.34467 0.273
O -5.31832 -1.17491 -1.29372 -0.630
H -5.12188 -0.72329 -0.46520 0.314
H -4.47842 -1.57316 -1.54858 0.313
O 4.69070 1.65961 -1.43221 -0.580
H 5.34804 2.23006 -1.84629 0.297
H 4.17944 1.31480 -2.17297 0.293
O 2.27691 -0.92975 -2.40443 -0.584
H 1.63675 -1.54933 -2.03659 0.297
H 2.55892 -1.34485 -3.22732 0.297
O 4.06107 1.36902 1.45115 -0.623
H 3.56493 0.85383 0.80507 0.292
H 4.98314 1.18012 1.24355 0.311
O -1.55365 -1.65509 4.14777 -0.611
H -2.13765 -2.16642 4.71914 0.326
H -1.74876 -1.98034 3.26169 0.284


Run 2
24
Properties=species:S:1:pos:R:3:mulliken_charge:R:1 method="wB97M-V/def2-TZVPD" homo_energy_ev=-10.91 e_lumo_ev=-0.217
O -1.09481 2.46725 -2.58654 -0.633
H -1.14198 2.56588 -3.56395 0.308
H -0.21121 2.15711 -2.44560 0.381
O -2.02682 -0.05295 0.33008 -0.693
H -2.42151 -0.92463 0.42463 0.288
H -2.64459 0.49518 -0.20223 0.296
O 2.45582 -1.60871 0.71861 -0.691
H 1.65179 -1.07672 0.69390 0.382
H 2.29887 -2.02329 1.55103 0.326
O -1.02867 -2.09690 3.04065 -0.630
H -1.11799 -2.95472 2.64724 0.306
H -1.09032 -1.42425 2.35512 0.306
O 0.63145 0.29373 0.65587 -0.704
H 0.89598 0.73351 -0.15578 0.374
H -0.29421 0.37442 0.72738 0.334
O -2.90914 1.19310 2.69047 -0.654
H -2.29035 1.32945 3.39783 0.341
H -2.39616 0.78256 1.94333 0.406
O 3.41939 -0.87689 -1.92938 -0.618
H 3.07544 -0.79221 -1.03383 0.384
H 3.47995 0.04801 -2.23117 0.285
O 1.03620 0.68689 -2.00520 -0.748
H 1.49525 0.58849 -2.85379 0.317
H 0.22759 0.11571 -2.16867 0.336


Most favorable structure: run 2. The second most favorable one is 57.9 kJ/mol above it.


Run 1
24
Properties=species:S:1:pos:R:3:mulliken_charge:R:1 method="wB97M-V/def2-TZVPD" homo_energy_ev=-9.09 e_lumo_ev=-0.426
O -0.66270 -0.49119 2.11705 -0.750
H -0.87298 -0.69991 3.02724 0.327
H -1.50413 -0.52668 1.66213 0.268
O 0.44322 -2.25805 1.36690 -0.689
H -0.04398 -1.49552 1.67902 0.489
H 1.15189 -2.36613 2.00120 0.286
O 1.52697 0.28718 2.74803 -0.679
H 0.75785 0.14764 2.19557 0.490
H 1.41671 -0.32830 3.47279 0.271
O 1.32042 -0.23337 -2.75018 -0.727
H 1.54735 0.32307 -2.00513 0.441
H 1.05911 0.38001 -3.43700 0.308
O -2.22485 1.29194 -0.81462 -0.714
H -2.41789 1.71809 0.02046 0.255
H -1.42638 0.79059 -0.64929 0.550
O -0.46180 0.16793 -0.32231 -0.846
H -0.15045 -0.27934 0.46461 0.199
H 0.27902 0.70593 -0.60155 0.396
O 0.99496 1.64975 -1.23636 -0.808
H 0.05690 1.63037 -1.42582 0.423
H 1.37123 2.17733 -1.94087 0.371
O -1.00577 -1.12806 -1.89101 -0.836
H -0.29833 -0.94774 -2.51008 0.352
H -0.85635 -0.51554 -1.17078 0.622


Run 2
24
Properties=species:S:1:pos:R:3:mulliken_charge:R:1 method="wB97M-V/def2-TZVPD" homo_energy_ev=-10.60 e_lumo_ev=0.278
O -7.79510 -2.41558 -7.97239 -0.654
H -7.90774 -3.25355 -8.46146 0.317
H -7.37137 -1.74206 -8.45299 0.419
O -5.04938 -0.13538 -8.37587 -0.607
H -5.01588 -0.82781 -7.72995 0.262
H -4.56543 -0.35437 -9.19317 0.385
O -8.69326 -1.92796 -11.62894 -0.608
H -9.55782 -1.93301 -12.02659 0.294
H -8.63228 -1.07810 -11.13108 0.368
O -3.54381 -2.62575 -8.17383 -0.671
H -3.38795 -3.57850 -8.37366 0.354
H -4.45837 -2.66039 -7.78939 0.354
O -3.76755 -1.37031 -10.89962 -0.651
H -4.29052 -1.92495 -11.48424 0.296
H -3.59545 -2.02659 -10.21046 0.316
O -7.90928 -0.05358 -9.71191 -0.697
H -7.36165 0.75009 -9.63161 0.277
H -8.61240 -0.00600 -9.03006 0.338
O -5.35808 -1.95476 -6.33146 -0.661
H -4.99068 -2.31734 -5.53089 0.277
H -6.25645 -2.28021 -6.31727 0.302
O -6.64459 -3.69665 -10.22917 -0.580
H -5.81806 -3.35754 -9.98916 0.283
H -6.89533 -3.27086 -11.06361 0.289


Run 3
24
Properties=species:S:1:pos:R:3:mulliken_charge:R:1 method="wB97M-V/def2-TZVPD" homo_energy_ev=-10.75 e_lumo_ev=-0.239
O 2.41626 0.05107 -1.34463 -0.659
H 1.93719 0.79209 -1.72611 0.325
H 2.66716 0.34076 -0.45031 0.377
O -0.70695 -1.71065 0.95407 -0.627
H -1.18642 -2.51591 1.17735 0.278
H -1.28631 -0.99062 1.22257 0.311
O -2.99645 -1.89570 -1.97997 -0.608
H -2.20594 -2.44341 -2.00956 0.315
H -3.64398 -2.43386 -1.51543 0.300
O -0.55319 0.42310 -1.05823 -0.557
H -0.54252 -0.48078 -1.38501 0.323
H 0.17066 0.45160 -0.42489 0.228
O -2.47541 2.66545 -2.71470 -0.632
H -2.64899 1.97613 -2.06585 0.320
H -1.55678 2.52272 -2.95993 0.311
O 0.21565 1.46684 2.30061 -0.683
H -0.11261 0.84471 2.95829 0.308
H -0.56449 1.89432 1.93171 0.315
O 1.96074 -1.80160 1.80109 -0.673
H 2.15984 -1.03990 1.24495 0.321
H 1.04301 -2.01928 1.57102 0.405
O 2.76001 1.09441 1.17804 -0.681
H 1.88047 1.09005 1.59287 0.372
H 3.26908 1.71846 1.70204 0.310


Run 4
24
Properties=species:S:1:pos:R:3:mulliken_charge:R:1 method="wB97M-V/def2-TZVPD" homo_energy_ev=-8.89 e_lumo_ev=-0.190
H -0.65810 -0.43894 0.28752 0.295
H 0.70670 -0.24473 -0.35251 0.325
H 0.87168 2.74062 0.54300 0.314
H 1.60202 1.44315 0.23769 0.207
H -3.91687 -0.65292 0.31984 0.296
H -3.51151 -2.10603 0.13494 0.194
H 2.42316 4.14746 -1.51492 0.301
H 1.15462 4.28908 -2.34002 0.296
H -3.52801 -0.33735 2.82084 0.313
H -2.53827 0.71195 3.29982 0.317
H -4.49456 -0.17084 -2.47880 0.258
H -3.53923 0.41626 -1.45279 0.292
H 4.59346 -0.64588 0.88099 0.312
H 4.74991 -1.41849 2.18047 0.321
H 2.37700 -4.06591 -1.61650 0.329
H 2.90289 -2.97879 -0.69365 0.297
O -0.02044 -0.87424 -0.28944 -0.604
O 1.68391 2.39966 0.15182 -0.540
O -3.73575 -1.31061 -0.36106 -0.477
O 1.50065 3.86975 -1.54415 -0.589
O -3.48259 0.54941 3.19578 -0.636
O -3.83268 -0.42295 -1.82509 -0.560
O 4.80828 -0.52922 1.81332 -0.630
O 3.17926 -3.76788 -1.17318 -0.630


Most favorable structure: run 2. The second most favorable one is 25.0 kJ/mol above it.